Record 1
Density functional theory data (ωB97M-V with the def2-TZVPD basis set) for 2 unconnected molecules or ions with the total composition C3H9NO3 at a distorted geometry.

ORCA input file:
```
! wB97M-V def2-TZVPD RIJCOSX def2/J DEFGRID3
* xyz 0 1
C -0.86686 -0.47917 1.18117
N 0.25661 -0.90389 0.34784
C 0.40319 -0.35438 -0.87662
O 1.29608 -1.04053 -1.61804
O -0.12597 0.66603 -1.25502
C -2.10630 -1.40028 1.01516
H -1.17844 0.50610 0.88008
H -0.53027 -0.44443 2.21265
H 0.60527 -1.82646 0.58309
H 1.24751 -0.70692 -2.52939
H -1.81151 -2.28937 0.45558
H -2.54561 -1.70218 1.95614
H -2.86433 -0.92147 0.40004
H 0.40736 3.39735 1.04510
H 1.15502 2.55438 0.01847
O 1.27970 3.04806 0.84294
*
```

Output
frontier orbital gap	10.80	eV
LUMO level	0.694	eV
SMILES	CCNC(=O)O.O
E_HOMO	-10.101	eV



Record 2
Density functional theory data (ωB97M-V with the def2-TZVPD basis set) for a single C5H5FS2 molecule at a distorted geometry.

ORCA input file:
```
! wB97M-V def2-TZVPD RIJCOSX def2/J DEFGRID3
* xyz 0 1
C 0.35721 -0.88048 0.70156
C -0.97722 -0.13760 0.61333
C 0.13033 0.16738 -0.36302
C 0.16918 -0.08640 -1.77009
C 0.00679 -0.36606 -2.90650
H 1.88444 0.57520 1.70030
H 0.32096 -1.87595 0.29638
H -1.80613 -0.67273 0.25139
H -0.68067 1.99521 1.53615
H -0.12703 -0.46460 -3.96019
F 0.72713 1.38683 -0.05699
S 1.53054 -0.66229 2.07184
S -1.53553 1.02148 1.88585
*
```

Output
frontier orbital gap	9.81	eV
LUMO level	0.591	eV
SMILES	C#C[C@@]1(F)[C@H](S)[C@@H]1S
E_HOMO	-9.216	eV



Record 3
Density functional theory data (ωB97M-V with the def2-TZVPD basis set) for a single C5H8FN molecule at a distorted geometry.

ORCA input file:
```
! wB97M-V def2-TZVPD RIJCOSX def2/J DEFGRID3
* xyz 0 1
C 0.20752 1.14863 1.15192
C -0.10107 -1.33965 0.37822
C 1.17543 -0.94299 1.06195
C -0.87522 0.64069 0.26862
C -0.87516 1.13986 -1.14922
N 1.18431 0.44025 1.49910
F -2.11903 0.62169 0.81982
H 0.17984 2.17192 1.50097
H -0.05156 -1.65273 -0.64948
H -0.83399 -1.85342 0.97856
H 1.36668 -1.54073 1.95869
H 2.03939 -1.06229 0.40235
H 0.14902 1.24259 -1.49273
H -1.36497 2.11333 -1.18648
H -1.41790 0.46241 -1.80688
*
```

Output
frontier orbital gap	10.16	eV
LUMO level	1.016	eV
E_HOMO	-9.146	eV



Record 4
Density functional theory data (ωB97M-V with the def2-TZVPD basis set) for a single C4H6O molecule at a distorted geometry.

ORCA input file:
```
! wB97M-V def2-TZVPD RIJCOSX def2/J DEFGRID3
* xyz 0 1
C 0.54343 -1.15566 -0.16097
C -0.04463 -0.01911 0.73416
C 0.01779 1.34939 0.10320
O -0.33211 0.76806 -1.17764
C -0.68150 -0.47096 -0.55439
H 0.36236 -2.09687 0.37086
H 1.44350 -1.12922 -0.76138
H 0.23042 -0.37827 1.69615
H 0.97253 1.87524 0.18547
H -0.78867 2.06499 0.34633
H -1.62463 -0.92009 -0.83338
*
```

Output
frontier orbital gap	10.73	eV
LUMO level	1.183	eV
SMILES	C1O[C@H]2C[C@@H]12
E_HOMO	-9.550	eV



Record 5
Density functional theory data (ωB97M-V with the def2-TZVPD basis set) for 2 unconnected molecules or ions with the total composition C17H26N2O3 at a distorted geometry.

ORCA input file:
```
! wB97M-V def2-TZVPD RIJCOSX def2/J DEFGRID3
* xyz 0 1
O 4.16298 0.19854 -1.40717
O 3.08545 0.85846 2.90079
O -6.59558 -1.17203 2.70934
C 3.39273 1.13354 -1.56840
C 3.35522 0.85440 1.70329
C -3.85182 0.98667 -2.86038
C -3.57706 0.01122 -1.92670
C -6.15637 0.29322 0.85933
C -4.83810 -1.69604 1.18515
C -5.41534 0.59730 -0.29025
C -4.09201 -1.39495 0.04011
C -5.87170 -0.85804 1.59490
C -4.37582 -0.24924 -0.71879
N 4.61774 0.75967 1.27487
N 2.51407 1.55749 -0.65616
C 3.41326 1.89828 -2.87058
C 5.78489 0.61832 2.14255
C 1.35446 -2.83530 0.55797
C 0.06980 -0.03235 -0.25174
C 2.08429 -1.53820 0.18776
C 1.32016 -0.26545 0.61938
C 2.20028 1.00903 0.68783
H -7.28874 -0.51011 2.85416
H -4.70198 1.65531 -2.78363
H -3.21338 1.10940 -3.73003
H -2.71496 -0.62402 -2.11209
H -6.95559 0.95725 1.16957
H -4.62086 -2.58733 1.76427
H -5.66123 1.49986 -0.83867
H -3.29520 -2.06770 -0.26268
H 4.75367 0.67546 0.27376
H 1.95596 2.34710 -0.93602
H 3.64699 2.94386 -2.67593
H 4.17639 1.46826 -3.51925
H 2.44034 1.81483 -3.35151
H 6.69406 0.82927 1.57814
H 5.71088 1.31474 2.98023
H 5.82944 -0.39924 2.53605
H 1.18678 -2.87349 1.63472
H 1.96530 -3.68953 0.26518
H 0.39847 -2.89838 0.03871
H -0.63148 -0.85673 -0.12759
H 0.34530 0.04080 -1.30390
H -0.43274 0.88452 0.05733
H 3.05790 -1.56790 0.67621
H 2.24518 -1.52349 -0.89036
H 0.96531 -0.43828 1.63710
H 1.56262 1.76096 1.15310
*
```

Output
frontier orbital gap	8.70	eV
LUMO level	0.522	eV
SMILES	CC[C@H](C)[C@H](NC(C)=O)C(=O)NC.C=Cc1ccc(O)cc1
E_HOMO	-8.175	eV



Record 6
Density functional theory data (ωB97M-V with the def2-TZVPD basis set) for a molecular structure, C10H17AlCl2F5NO2S at a distorted geometry.

ORCA input file:
```
! wB97M-V def2-TZVPD RIJCOSX def2/J DEFGRID3
* xyz 0 1
C 0.26411 2.82526 1.12319
C 0.52368 1.34810 1.53067
N 1.29174 0.53737 0.53733
C 1.46114 -0.85521 1.07257
C 0.57864 -1.91167 0.38189
C -0.86208 -1.43490 -0.00645
C -1.81284 -1.29919 1.19164
Cl -1.17367 -1.81115 2.77385
C -3.04912 -0.84175 1.17507
C -3.92928 -0.69534 2.40846
Cl -3.78189 -0.35855 -0.33987
C -0.70684 -0.12971 -0.85795
S -0.90634 -0.53349 -2.61060
O -1.04466 0.69116 -3.30896
O -2.00031 -1.39494 -2.89834
F 0.43142 -1.25601 -2.93956
C 0.72572 0.50004 -0.81886
H -0.73480 3.08489 1.50580
H 0.95965 3.48373 1.65349
H 0.22889 3.01035 0.04527
H -0.42774 0.89588 1.83146
H 1.13922 1.37735 2.44108
H 2.22903 0.95042 0.47562
H 2.50665 -1.14873 0.89095
H 1.35859 -0.83990 2.16268
H 1.05825 -2.16877 -0.57674
H 0.58356 -2.83494 0.96883
H -1.26898 -2.24078 -0.63919
H -3.74886 0.27910 2.88623
H -4.97140 -0.66650 2.06364
H -3.77594 -1.52805 3.09773
H -1.40558 0.66602 -0.58236
H 0.71670 1.47286 -1.32272
H 1.41345 -0.11464 -1.41692
F 3.28610 0.04367 -1.17344
Al 3.64147 0.59095 -2.80194
F 4.94363 1.69590 -2.74651
F 2.22814 1.36616 -3.39801
F 4.03054 -0.75501 -3.77901
*
```

Output
frontier orbital gap	10.09	eV
LUMO level	-0.365	eV
E_HOMO	-10.452	eV